Record 1
The following is a quantum chemistry calculation of a cluster of 10 separate species, C36H92O24S4 in total at a distorted geometry, from the Open Molecules 2025 dataset.

Structure (ORCA input):
```
! RIJCOSX wB97M-V def2-TZVPD def2/J DEFGRID3
* xyz 0 1
C -3.97 2.45 -2.57
C -3.46 1.42 -3.58
O -4.28 1.60 -4.72
S -4.20 0.60 -6.03
C -5.92 0.04 -5.96
O -3.96 1.55 -7.14
O -3.27 -0.49 -5.71
H -4.10 3.40 -3.09
H -3.18 2.55 -1.83
H -4.94 2.10 -2.21
H -2.42 1.57 -3.87
H -3.57 0.45 -3.09
H -6.14 -0.24 -6.99
H -6.51 0.89 -5.59
H -6.03 -0.73 -5.20
C -1.81 -3.85 4.67
C -0.86 -2.73 4.68
O -0.39 -2.40 5.95
S 1.05 -1.56 6.12
C 2.27 -2.97 6.46
O 1.35 -0.95 4.88
O 0.88 -0.81 7.37
H -2.52 -3.71 5.49
H -1.22 -4.74 4.86
H -2.27 -3.92 3.68
H 0.00 -2.90 4.03
H -1.36 -1.82 4.34
H 2.34 -3.62 5.59
H 1.91 -3.57 7.30
H 3.23 -2.49 6.60
C -4.31 1.38 3.25
C -2.98 1.69 2.66
O -2.48 2.87 3.26
S -0.84 2.83 3.63
C -0.89 1.45 4.89
O -0.09 2.38 2.45
O -0.50 4.08 4.30
H -5.00 2.22 3.30
H -4.22 0.97 4.25
H -4.81 0.63 2.62
H -2.28 0.87 2.78
H -3.11 1.90 1.60
H -0.06 1.66 5.56
H -0.81 0.49 4.38
H -1.74 1.62 5.56
C 0.14 1.96 -1.40
C -0.11 1.08 -0.22
O -0.25 -0.26 -0.63
S -0.55 -1.37 0.55
C 1.08 -1.15 1.46
O -1.62 -0.94 1.40
O -0.61 -2.70 -0.07
H 0.26 3.00 -1.10
H -0.58 1.85 -2.21
H 1.05 1.67 -1.93
H 0.77 1.18 0.42
H -0.97 1.40 0.36
H 0.96 -0.18 1.95
H 1.88 -1.15 0.72
H 1.24 -1.93 2.20
C 0.95 5.48 -3.15
O 0.16 4.69 -4.06
C -1.03 5.26 -4.43
C -1.67 4.54 -5.61
O -0.75 4.36 -6.70
C -1.27 3.49 -7.70
H 0.49 5.73 -2.19
H 1.18 6.44 -3.60
H 1.87 4.93 -2.97
H -0.83 6.32 -4.63
H -1.69 5.12 -3.57
H -2.47 5.14 -6.05
H -2.09 3.56 -5.39
H -2.29 3.72 -8.00
H -1.23 2.52 -7.20
H -0.67 3.49 -8.61
C 0.09 -5.34 2.18
O 0.83 -5.05 3.34
C 2.17 -5.55 3.26
C 3.09 -4.46 2.59
O 3.20 -3.32 3.41
C 4.31 -2.61 2.92
H -0.92 -5.03 2.44
H 0.09 -6.39 1.88
H 0.34 -4.77 1.28
H 2.31 -6.53 2.80
H 2.46 -5.60 4.31
H 2.85 -4.19 1.56
H 4.01 -5.03 2.45
H 4.20 -2.23 1.91
H 5.26 -3.15 2.93
H 4.53 -1.85 3.68
C 4.30 5.98 5.42
O 3.90 5.60 4.15
C 2.51 5.69 3.87
C 2.20 4.87 2.60
O 2.78 5.42 1.46
C 2.83 4.52 0.39
H 5.38 5.81 5.51
H 3.82 5.25 6.07
H 4.12 7.03 5.64
H 2.14 6.71 3.79
H 1.98 5.09 4.61
H 1.13 4.75 2.44
H 2.58 3.87 2.86
H 1.93 3.98 0.10
H 3.56 3.72 0.54
H 3.14 5.04 -0.52
C 3.03 -4.37 -1.75
O 3.59 -3.74 -2.88
C 3.05 -2.48 -3.05
C 3.92 -1.33 -2.42
O 3.96 -1.32 -1.03
C 4.49 -0.06 -0.58
H 3.15 -3.69 -0.91
H 3.39 -5.38 -1.54
H 1.95 -4.46 -1.88
H 2.00 -2.35 -2.79
H 3.07 -2.36 -4.14
H 3.48 -0.43 -2.86
H 4.93 -1.39 -2.81
H 4.58 -0.03 0.50
H 3.85 0.78 -0.84
H 5.43 0.15 -1.09
C 3.94 2.45 -4.06
O 2.73 1.80 -3.80
C 2.11 1.44 -5.06
C 0.65 0.95 -4.85
O 0.76 -0.24 -4.17
C -0.49 -0.75 -3.80
H 4.69 2.07 -4.76
H 4.38 2.67 -3.08
H 3.72 3.40 -4.54
H 2.69 0.62 -5.49
H 2.03 2.30 -5.72
H 0.14 0.92 -5.81
H 0.12 1.66 -4.22
H -0.25 -1.67 -3.25
H -1.05 -1.17 -4.63
H -1.06 -0.13 -3.11
C -4.40 -7.14 2.18
O -3.57 -6.00 2.03
C -3.55 -5.56 0.65
C -3.41 -4.03 0.67
O -4.60 -3.49 1.27
C -4.43 -2.15 1.68
H -4.19 -7.93 1.46
H -5.47 -6.93 2.20
H -4.31 -7.45 3.22
H -4.45 -5.84 0.11
H -2.69 -5.93 0.09
H -3.26 -3.64 -0.33
H -2.49 -3.90 1.24
H -4.36 -1.52 0.79
H -3.55 -2.04 2.31
H -5.26 -1.94 2.36
*
```

Results
max |F| = 4.16 eV Å⁻¹
Kohn-Sham gap = 9.573 eV
energy = -131293.22238 eV

***

Record 2
The following is a quantum chemistry calculation of a cluster of 10 separate species, C36H92O30S8 in total at a distorted geometry, from the Open Molecules 2025 dataset.

Structure (ORCA input):
```
! RIJCOSX wB97M-V def2-TZVPD def2/J DEFGRID3
* xyz 0 1
C -0.90 -5.32 -1.48
C -0.48 -5.93 -2.79
O 0.92 -6.31 -2.64
S 1.59 -7.02 -3.97
C 0.89 -8.68 -3.92
O 1.03 -6.39 -5.14
O 3.00 -7.04 -3.75
H -1.95 -5.04 -1.53
H -0.22 -4.50 -1.23
H -0.73 -6.06 -0.70
H -1.00 -6.86 -3.05
H -0.52 -5.22 -3.62
H 0.04 -8.58 -4.59
H 0.64 -8.89 -2.89
H 1.63 -9.41 -4.25
C 5.74 5.20 -0.79
C 5.99 4.27 -1.97
O 4.81 3.56 -2.37
S 4.32 2.25 -1.55
C 5.52 0.99 -2.16
O 4.57 2.43 -0.14
O 3.02 1.94 -2.07
H 5.81 4.60 0.12
H 4.79 5.72 -0.76
H 6.57 5.91 -0.72
H 6.18 4.92 -2.83
H 6.79 3.55 -1.80
H 5.81 1.32 -3.16
H 5.00 0.04 -2.21
H 6.39 1.00 -1.51
C 3.81 -0.80 0.15
C 3.77 -2.26 -0.31
O 4.33 -3.07 0.74
S 5.94 -3.24 0.70
C 5.96 -4.76 1.69
O 6.35 -3.47 -0.67
O 6.59 -2.18 1.41
H 3.48 -0.67 1.18
H 3.20 -0.13 -0.46
H 4.83 -0.40 0.24
H 2.72 -2.52 -0.42
H 4.29 -2.46 -1.25
H 5.53 -5.54 1.08
H 5.36 -4.50 2.56
H 6.94 -4.94 2.12
C 0.72 -1.40 -1.99
C -0.02 -0.46 -1.06
O 0.68 -0.32 0.18
S 0.13 0.70 1.28
C 1.18 2.10 0.81
O -1.28 0.96 1.08
O 0.67 0.32 2.55
H 1.76 -1.09 -2.07
H 0.30 -1.29 -2.99
H 0.58 -2.43 -1.68
H -0.12 0.52 -1.53
H -1.04 -0.81 -0.87
H 0.89 2.37 -0.21
H 2.23 1.88 0.91
H 0.89 2.88 1.51
C -3.92 2.18 3.30
C -5.24 2.79 2.83
O -6.07 2.94 3.98
S -7.32 3.97 3.81
C -8.25 3.15 2.50
O -8.10 3.90 5.00
O -6.77 5.21 3.31
H -3.23 1.95 2.48
H -4.13 1.25 3.82
H -3.31 2.89 3.86
H -5.02 3.74 2.35
H -5.69 2.07 2.15
H -7.75 3.29 1.54
H -9.24 3.60 2.53
H -8.28 2.08 2.70
C -1.42 -0.52 4.89
C -0.30 0.15 5.66
O 0.77 -0.77 5.95
S 0.73 -1.54 7.41
C 1.91 -0.54 8.33
O -0.57 -1.39 8.00
O 1.30 -2.84 7.20
H -1.06 -1.35 4.28
H -1.85 0.23 4.23
H -2.18 -0.97 5.53
H 0.13 0.99 5.12
H -0.67 0.54 6.61
H 1.88 -0.82 9.38
H 1.58 0.49 8.22
H 2.90 -0.73 7.92
C 2.78 -4.12 -6.35
C 2.59 -3.32 -5.10
O 1.72 -2.21 -5.44
S 2.45 -0.79 -5.77
C 0.97 0.20 -5.65
O 3.41 -0.51 -4.71
O 2.93 -0.76 -7.12
H 3.39 -5.00 -6.08
H 3.40 -3.63 -7.11
H 1.85 -4.42 -6.83
H 2.06 -3.89 -4.34
H 3.54 -2.94 -4.72
H 0.52 0.12 -4.67
H 0.33 -0.11 -6.47
H 1.22 1.24 -5.87
C -3.32 -2.72 1.65
C -3.83 -1.35 1.30
O -4.92 -0.79 2.05
S -6.37 -1.50 2.10
C -6.12 -2.58 3.53
O -7.31 -0.44 2.42
O -6.54 -2.32 0.94
H -2.40 -2.93 1.11
H -4.02 -3.50 1.32
H -3.17 -2.84 2.72
H -3.05 -0.59 1.38
H -4.06 -1.22 0.23
H -7.05 -3.13 3.65
H -5.85 -1.95 4.37
H -5.32 -3.23 3.21
C -1.14 4.92 -0.46
O 0.23 5.03 -0.12
C 0.44 6.15 0.72
C 1.89 6.21 1.10
O 2.20 5.07 1.85
C 3.44 5.12 2.51
C 3.65 3.84 3.29
O 3.00 3.83 4.54
C 2.96 2.52 5.06
H -1.68 5.87 -0.56
H -1.66 4.24 0.22
H -1.17 4.45 -1.44
H -0.15 5.98 1.63
H 0.09 7.12 0.37
H 2.15 7.19 1.52
H 2.48 6.26 0.17
H 3.56 6.00 3.15
H 4.26 5.06 1.77
H 4.72 3.65 3.43
H 3.30 3.06 2.60
H 2.45 1.86 4.35
H 2.39 2.48 5.99
H 3.98 2.18 5.27
C -1.71 -2.69 -5.24
O -1.92 -1.58 -4.40
C -2.71 -0.57 -5.01
C -3.28 0.38 -3.99
O -2.21 0.90 -3.21
C -2.57 1.97 -2.34
C -3.67 1.69 -1.36
O -4.94 1.74 -1.96
C -6.00 1.62 -1.05
H -1.16 -2.44 -6.15
H -2.68 -3.09 -5.56
H -1.19 -3.44 -4.65
H -3.55 -1.01 -5.55
H -1.99 0.01 -5.61
H -4.07 -0.03 -3.36
H -3.76 1.23 -4.50
H -2.80 2.84 -2.97
H -1.64 2.27 -1.85
H -3.58 2.46 -0.58
H -3.52 0.70 -0.91
H -6.12 0.58 -0.71
H -6.91 1.87 -1.60
H -5.93 2.29 -0.19
*
```

Results
energy relative to the best compared isomer or geometry (same formula, charge and spin) = 0.0 kcal per mole
max |F| = 3.12 eV Å⁻¹
Kohn-Sham gap = 9.893 eV
energy = -186923.66126 eV

***

Record 3
The following is a quantum chemistry calculation of a cluster of 9 separate species, C36H94ClN6O18 in total at a distorted geometry, from the Open Molecules 2025 dataset.

Structure (ORCA input):
```
! RIJCOSX wB97M-V def2-TZVPD def2/J DEFGRID3
* xyz -1 1
Cl -10.15 16.79 19.78
O -10.59 15.76 18.87
O -9.66 17.90 18.98
O -11.26 17.26 20.59
O -9.13 16.25 20.63
O -10.44 20.22 17.24
H -10.14 19.52 17.84
H -11.28 19.88 16.90
O -13.77 18.65 20.28
H -13.14 18.05 19.87
H -13.42 18.72 21.19
C -16.93 15.32 21.98
O -15.76 14.92 21.31
C -15.53 15.74 20.16
C -14.22 15.27 19.57
N -14.36 13.97 18.89
C -13.05 13.64 18.30
C -13.11 12.38 17.39
O -12.08 11.45 17.64
C -10.81 11.96 17.31
H -16.74 16.25 22.52
H -17.20 14.58 22.74
H -17.78 15.43 21.30
H -15.49 16.78 20.48
H -16.34 15.64 19.43
H -13.48 15.36 20.38
H -13.88 16.04 18.87
H -14.33 13.41 19.75
H -12.37 13.28 19.09
H -12.59 14.44 17.73
H -13.10 12.69 16.33
H -14.08 11.90 17.54
H -10.80 12.39 16.30
H -10.08 11.15 17.38
H -10.47 12.76 17.98
C -15.78 19.88 26.26
O -15.39 18.80 25.46
C -15.33 19.13 24.08
C -14.55 18.08 23.34
N -13.10 18.39 23.21
C -12.46 18.51 24.52
C -11.08 17.92 24.51
O -11.20 16.52 24.42
C -9.99 15.91 24.02
H -16.70 20.36 25.92
H -15.00 20.65 26.30
H -15.98 19.51 27.27
H -14.90 20.12 23.90
H -16.35 19.11 23.67
H -14.96 17.92 22.34
H -14.64 17.11 23.85
H -12.69 17.55 22.80
H -13.03 18.00 25.32
H -12.48 19.54 24.88
H -10.56 18.15 25.45
H -10.47 18.41 23.74
H -9.81 16.12 22.96
H -10.08 14.83 24.20
H -9.16 16.21 24.68
C -7.40 20.31 26.04
O -6.31 20.94 25.41
C -5.52 20.06 24.64
C -5.21 20.67 23.28
N -6.42 21.09 22.56
C -7.15 19.95 22.02
C -8.38 20.43 21.28
O -9.38 20.64 22.29
C -10.59 21.07 21.74
H -8.02 19.73 25.33
H -8.08 21.08 26.39
H -7.05 19.61 26.81
H -6.03 19.09 24.56
H -4.57 19.90 25.17
H -4.68 19.94 22.68
H -4.64 21.59 23.44
H -7.08 21.53 23.19
H -7.51 19.22 22.76
H -6.56 19.40 21.27
H -8.73 19.85 20.42
H -8.20 21.44 20.89
H -11.30 21.24 22.55
H -11.03 20.38 21.02
H -10.50 22.06 21.26
C -8.90 13.11 26.09
O -7.83 12.43 25.50
C -6.66 13.22 25.41
C -5.54 12.25 24.99
N -5.92 11.36 23.89
C -5.60 11.85 22.55
C -6.25 13.16 22.11
O -5.56 14.30 22.55
C -6.18 15.49 22.10
H -8.88 14.19 25.87
H -8.90 13.09 27.19
H -9.88 12.78 25.75
H -6.44 13.67 26.38
H -6.74 14.03 24.67
H -5.43 11.61 25.88
H -4.58 12.70 24.75
H -6.93 11.26 23.98
H -5.81 11.07 21.83
H -4.52 12.03 22.56
H -7.28 13.15 22.51
H -6.30 13.18 21.01
H -7.00 15.82 22.75
H -6.56 15.38 21.08
H -5.40 16.25 22.01
C -12.75 8.72 26.09
O -13.17 10.03 25.76
C -13.80 10.07 24.51
C -14.17 11.48 24.15
N -13.01 12.25 23.78
C -13.15 13.19 22.67
C -11.76 13.54 22.18
O -11.16 12.40 21.59
C -9.87 12.80 21.12
H -12.17 8.73 27.01
H -12.09 8.37 25.28
H -13.58 8.02 26.19
H -14.61 9.33 24.39
H -13.12 9.68 23.72
H -14.77 11.96 24.92
H -14.82 11.42 23.25
H -12.15 11.73 23.69
H -13.71 14.01 23.12
H -13.70 12.83 21.79
H -11.15 13.84 23.04
H -11.88 14.28 21.37
H -9.17 11.98 20.99
H -9.49 13.49 21.89
H -10.04 13.40 20.22
C -12.32 15.80 15.48
O -13.48 16.35 16.05
C -13.33 17.68 16.50
C -14.68 18.20 16.99
N -15.42 18.91 15.95
C -15.02 20.30 15.85
C -15.72 21.04 14.74
O -15.23 20.61 13.50
C -15.30 21.58 12.49
H -12.50 14.73 15.56
H -11.45 15.95 16.15
H -12.02 16.15 14.49
H -12.99 18.32 15.67
H -12.51 17.76 17.23
H -14.54 18.76 17.91
H -15.29 17.32 17.21
H -15.36 18.41 15.07
H -13.93 20.43 15.80
H -15.30 20.76 16.81
H -15.68 22.11 14.99
H -16.80 20.87 14.79
H -15.04 21.11 11.54
H -14.56 22.39 12.65
H -16.27 22.11 12.49
*
```

Results
energy relative to the best compared isomer or geometry (same formula, charge and spin) = 0.0 kcal per mole
max |F| = 1.93 eV Å⁻¹
Kohn-Sham gap = 8.701 eV
energy = -97161.43381 eV